Here is C5H6O2 as an isolated structure from the Open Molecules 2025 dataset. Energies are from ωB97M-V/def2-TZVPD.

**HOMO energy**: -10.78 eV
**Kohn-Sham gap**: 9.7592 eV
**Total charge**: 0

Element x y z (Å)
O 0.35 -1.18 0.34
O 2.49 -0.75 -0.33
C -0.42 1.24 0.54
C -1.96 -0.66 -0.20
C 1.40 -0.40 0.00
C 0.73 0.89 0.18
C -0.81 -0.26 0.69
H 3.07 1.56 -0.79
H 2.85 2.27 -0.90
H -0.99 -0.45 1.74
H -2.13 -1.73 -0.10
H -2.85 -0.11 0.08
H -1.72 -0.44 -1.25

=====

Here is C19H40AuNOP3 as an isolated structure at a distorted geometry from the Open Molecules 2025 dataset. Energies are from ωB97M-V/def2-TZVPD.

**⟨S²⟩**: 2.0533
**HOMO energy (spin up / spin down)**: -16.25 / -16.24 eV
**Spin multiplicity**: 3
**Kohn-Sham gap (spin up / spin down)**: 6.5782 / 3.3415 eV
**Total charge**: +3

Element x y z (Å)
Au 0.32 -0.42 1.28
P 1.37 -1.37 -1.84
P 1.79 -0.76 3.06
P -1.71 -1.55 0.89
O -2.77 1.40 -1.25
N -0.77 1.48 2.74
C 2.39 -2.48 3.06
C -1.84 3.60 -4.18
C -1.64 -3.06 1.93
C 1.42 -1.90 -3.58
C 1.43 -2.91 -0.87
C 0.90 1.74 -3.15
C 3.22 0.34 2.98
C -2.14 -2.09 -0.79
C -3.15 -0.60 1.45
C 2.84 -0.44 -1.30
C -0.50 2.20 -1.21
C -1.37 0.89 -3.09
C 0.94 -0.49 4.66
C -0.67 4.22 -4.03
C -1.63 1.49 -1.78
C 0.72 2.29 -1.86
C -0.16 1.06 -3.75
C -2.22 3.27 3.95
C -1.43 2.26 3.29
H -0.50 5.08 -3.36
H 1.49 -0.95 5.50
H 0.18 3.94 -4.67
H 1.75 -3.10 3.71
H 2.90 1.36 3.24
H -0.92 -3.77 1.52
H -1.41 -2.82 -1.17
H -3.21 0.31 0.83
H 1.96 -2.86 -3.66
H -4.09 -1.17 1.34
H -3.01 -0.31 2.50
H 1.90 -1.11 -4.18
H 0.47 -3.16 -0.38
H -2.29 4.17 3.32
H -0.06 -0.93 4.61
H -1.97 2.88 -4.98
H 1.53 2.86 -1.37
H 3.07 -0.69 -0.25
H 1.71 -3.73 -1.53
H 2.66 0.64 -1.37
H -2.15 -1.21 -1.45
H 3.43 -2.52 3.41
H 0.83 0.58 4.84
H -1.73 3.51 4.90
H -2.22 0.45 -3.60
H -0.12 0.69 -4.78
H -0.66 2.74 -0.27
H 4.02 0.02 3.66
H 0.09 -0.69 -1.94
H -3.21 2.86 4.15
H 3.60 0.35 1.95
H 2.19 -2.83 -0.07
H 3.68 -0.73 -1.97
H -3.14 -2.54 -0.82
H -2.72 3.85 -3.58
H 2.33 -2.87 2.04
H 1.82 1.90 -3.74
H -2.62 -3.57 2.01
H -1.31 -2.78 2.94
H 0.39 -2.02 -3.94

=====

Here is a 11-piece molecular cluster, C28H81F3N12O13S overall at a distorted geometry from the Open Molecules 2025 dataset. Energies are from ωB97M-V/def2-TZVPD.

**HOMO energy**: -8.85 eV
**Kohn-Sham gap**: 9.0238 eV
**Total charge**: 0

Element x y z (Å)
S -0.26 -0.69 -0.46
F -1.25 -0.88 -2.92
F -2.70 -1.19 -1.30
F -1.79 0.85 -1.79
O 5.33 1.25 0.85
O -0.08 -2.16 -0.22
O 0.92 -0.07 -0.97
O 4.85 -3.22 -2.53
O 2.35 -6.46 0.86
O -0.54 -3.57 6.45
O 1.14 5.96 -0.18
O -3.51 2.47 1.73
O -0.69 0.00 0.78
O 0.45 0.92 3.95
O -2.18 0.05 2.72
O -3.26 -3.20 0.99
O -3.57 0.10 -7.19
N -3.92 -3.74 -1.05
N 0.90 2.30 2.05
N -3.16 6.25 1.93
N 1.40 3.11 -0.78
N 2.57 -1.22 -3.01
N -2.96 -2.52 3.80
N 1.99 -4.23 0.95
N 1.46 2.82 4.11
N -4.76 -0.54 -3.69
N 1.10 -5.24 -0.58
N 4.23 0.30 3.24
N -2.67 -5.07 -0.03
C 4.40 -0.50 2.07
C 5.68 -0.07 1.24
C -3.32 -3.92 0.02
C 1.85 -5.38 0.47
C 0.87 1.91 3.39
C 5.78 -3.90 -1.72
C -2.91 4.87 1.52
C 6.29 2.19 0.42
C -1.77 -3.21 5.76
C -3.83 1.51 -4.42
C -1.62 -0.44 -1.72
C -1.70 -3.09 4.23
C -1.42 4.57 1.72
C 3.12 -0.52 1.24
C 3.48 -3.35 -2.20
C 0.66 7.26 -0.07
C 2.59 -3.05 -4.58
C -3.74 2.28 0.34
C 0.65 3.37 -3.03
C -0.71 -3.74 7.83
C -2.18 0.54 -7.31
C -3.78 3.80 2.13
C -3.77 -0.59 -5.99
C 2.43 -2.72 -3.10
C -4.54 0.23 -4.91
C 1.26 4.09 -1.82
C 0.48 5.33 -1.28
C -0.48 -2.55 3.54
H 2.26 -0.55 1.90
H 6.77 1.70 -0.42
H -2.27 1.22 -8.16
H 3.51 -1.11 -2.66
H 1.35 7.85 0.54
H -0.79 -2.47 2.50
H 0.94 3.92 -3.92
H 6.82 -3.66 -1.96
H -2.64 -5.51 -0.95
H 1.46 -3.09 -2.78
H -1.37 -0.17 -7.46
H -2.87 1.37 -3.93
H 2.28 4.36 -2.09
H -4.85 3.87 1.97
H 5.77 -3.53 -0.69
H -0.54 5.16 -0.92
H 3.08 0.39 0.65
H 0.61 2.49 -0.72
H 4.68 -1.52 2.35
H -2.60 -0.77 2.97
H -1.24 -4.63 8.17
H 7.04 2.41 1.18
H -1.31 4.28 2.77
H 0.51 1.59 1.45
H -3.96 -0.65 -3.08
H 1.16 2.42 -3.22
H 0.24 5.96 -2.15
H 3.29 0.10 3.57
H -4.61 2.90 0.12
H -3.06 -2.94 2.88
H 1.65 -3.51 0.32
H 4.12 1.26 2.94
H -5.48 0.47 -5.41
H -4.27 -2.81 -1.22
H -4.17 1.28 0.27
H -2.57 -3.93 5.95
H -0.34 7.24 0.35
H -4.09 -4.56 -1.62
H 1.57 2.88 5.11
H -0.40 3.16 -2.86
H -4.15 6.40 1.83
H -2.97 -1.02 -5.40
H -2.71 6.94 1.35
H -3.56 3.85 3.20
H 0.69 -4.33 -0.75
H 0.69 7.75 -1.04
H 0.82 -6.11 -1.03
H 1.50 3.01 1.66
H 5.93 -0.68 0.36
H -2.21 -2.33 6.22
H 3.22 -4.41 -2.25
H 1.98 -1.08 -2.20
H 3.38 -3.16 -1.13
H -2.78 2.38 -0.17
H -1.38 -2.96 8.22
H 1.86 -2.56 -5.23
H 0.26 -3.55 8.28
H -3.78 2.17 -5.29
H -3.73 -2.91 4.32
H -4.86 -1.52 -3.90
H 2.13 2.43 -0.94
H -1.32 3.76 1.01
H -1.75 -4.14 3.94
H -4.56 -1.32 -6.19
H 2.90 -4.14 1.39
H -2.97 4.98 0.44
H 0.29 -3.30 3.76
H -0.81 5.47 1.59
H -0.09 -1.60 3.90
H 3.18 -1.46 0.68
H -2.10 -5.27 0.77
H 5.98 3.03 -0.21
H -1.47 -0.03 2.08
H -1.87 0.46 3.53
H 6.54 -0.06 1.91
H 5.47 -4.94 -1.66
H -4.41 2.11 -3.72
H -1.90 1.25 -6.53
H 2.32 -4.08 -4.78
H 1.76 3.70 3.73
H 3.60 -2.92 -4.95

=====

Energy relative to the best compared isomer or geometry (same formula, charge and spin), record by record: 5.443; 0.000; 1.898 eV